Entry from OMol25: a cluster of 2 separate species, C10H19Br2NO4 in total in a non-equilibrium geometry (wB97M-V/def2-TZVPD).

CARTESIAN COORDINATES (ANGSTROEM)
N (0.25757, -4.05760, 1.27814)
C (1.55092, -3.32185, 0.87611)
C (1.51589, -1.71243, 1.32759)
C (0.77793, -0.77157, 0.20616)
O (1.62649, 0.08867, -0.68299)
C (0.57109, 0.63361, -1.60066)
O (0.52258, 0.58894, -2.94298)
O (-0.40553, 1.16491, -0.61537)
C (-0.28010, 0.39382, 0.66618)
C (-1.84577, -0.02413, 0.97440)
C (-2.17171, -1.55983, 0.49954)
C (-3.82152, -1.78503, 0.47112)
O (-4.17539, -2.24450, -0.88611)
H (-0.11396, -3.58729, 2.13408)
H (-0.39208, -3.84123, 0.46546)
H (1.60183, -3.43777, -0.31073)
H (2.52105, -3.87693, 1.28762)
H (1.04229, -1.59679, 2.41557)
H (2.64482, -1.33822, 1.38807)
H (0.42551, -1.58992, -0.58845)
H (0.14959, 1.20767, 1.40941)
H (-2.00951, 0.14701, 2.14076)
H (-2.57180, 0.76271, 0.45008)
H (-1.73718, -2.32205, 1.29760)
H (-1.74633, -1.77664, -0.56974)
H (-4.11832, -2.63853, 1.23034)
H (-4.40947, -0.77897, 0.71899)
H (-3.73310, -1.58360, -1.49774)
Br (2.39459, 6.95962, -2.20609)
C (2.93613, 5.14055, -1.75756)
C (1.75901, 4.32081, -1.28279)
Br (1.27831, 4.77252, 0.55280)
H (3.73694, 5.21918, -1.01710)
H (3.34390, 4.72862, -2.68490)
H (2.01464, 3.25776, -1.25593)
H (0.86070, 4.45849, -1.89088)

* gap between HOMO and LUMO: 0.383 hartree
* total energy: -160437.487 eV
* total charge: 0
* SMILES: NCC[C@@H]1OC(=O)O[C@H]1CCCO.BrCCBr
* LUMO energy: 0.412 eV

***

Entry from OMol25: a structure of composition C9H16N2O2 in a non-equilibrium geometry (wB97M-V/def2-TZVPD).

CARTESIAN COORDINATES (ANGSTROEM)
C (-4.43684, -0.96504, -0.07932)
C (-5.01261, 0.42860, 0.02993)
C (-4.21855, 1.53500, -0.21519)
C (-2.22463, -0.01975, -0.52302)
C (5.08034, -0.08342, -0.41558)
C (3.71329, -0.78979, -0.10057)
C (2.54982, 0.18619, -0.02981)
C (1.21834, -0.47528, 0.29163)
C (-0.02095, 0.33511, 1.00621)
H (-2.60796, -1.92278, -0.49141)
H (-6.08002, 0.46593, 0.20858)
H (-4.53698, 2.51669, -0.02227)
H (-2.23222, 2.01327, -0.18578)
H (5.04913, 0.92432, -0.91610)
H (5.76479, -0.03280, 0.59647)
H (5.66284, -0.82253, -1.02827)
H (3.80638, -1.32539, 0.87398)
H (3.65565, -1.39825, -1.00619)
H (2.92009, 0.82237, 0.82278)
H (2.73711, 0.69184, -1.14521)
H (1.44215, -1.46230, 0.86526)
H (0.68533, -0.80094, -0.72239)
H (-0.41667, 1.17110, 0.37003)
H (-0.84485, -0.24200, 1.19278)
H (0.32661, 1.12134, 1.87440)
N (-3.09502, -1.06175, -0.50543)
N (-2.80661, 1.23819, -0.32140)
O (-5.08716, -2.01064, 0.17898)
O (-0.99080, -0.03728, -0.60307)

* gap between HOMO and LUMO: 0.321 hartree
* total energy: -16663.085 eV
* total charge: 0
* LUMO energy: -0.053 eV

***

Entry from OMol25: an isolated molecule of C8H14O in a non-equilibrium geometry (wB97M-V/def2-TZVPD).

CARTESIAN COORDINATES (ANGSTROEM)
C (1.34265, 1.01520, 1.88432)
C (0.01684, 0.92822, 1.66013)
C (-0.58382, 0.66371, 0.34199)
C (-1.66992, 1.38367, -0.05026)
C (0.07170, -0.25275, -0.66744)
C (0.88731, 0.74823, -1.53508)
C (-1.03368, -0.99266, -1.40795)
O (1.05558, -1.12776, -0.06558)
C (0.44285, -2.01761, 0.85971)
H (1.73881, 1.21522, 2.95826)
H (1.91122, 1.06551, 0.97109)
H (-0.68424, 1.36288, 2.29589)
H (-2.02861, 1.33152, -1.06697)
H (-2.05520, 2.20328, 0.62035)
H (1.82401, 0.33435, -1.74333)
H (1.20006, 1.72783, -1.01643)
H (0.50929, 1.04976, -2.44142)
H (-1.98796, -0.91846, -0.98519)
H (-0.80266, -2.11317, -1.35938)
H (-1.13476, -0.82892, -2.53915)
H (-0.13178, -2.88840, 0.40493)
H (-0.20203, -1.48639, 1.51799)
H (1.31434, -2.40326, 1.36350)

* gap between HOMO and LUMO: 0.348 hartree
* total energy: -10567.345 eV
* total charge: 0
* SMILES: C=CC(=C)C(C)(C)OC
* LUMO energy: 0.920 eV

***

Entry from OMol25: a cluster of 15 separate species, C57H158N16O15 in total in a non-equilibrium geometry (wB97M-V/def2-TZVPD).

CARTESIAN COORDINATES (ANGSTROEM)
C (-6.13022, 3.70613, -2.04508)
C (-4.80287, 2.94456, -1.78806)
C (-3.98334, 2.62025, -3.03877)
O (-3.27100, 1.33013, -3.02012)
C (-2.46205, 1.19334, -4.12092)
N (-4.15088, 3.58780, -0.69733)
H (-6.69042, 3.96019, -1.14523)
H (-6.83405, 3.05114, -2.55860)
H (-6.12373, 4.63263, -2.61923)
H (-5.10332, 1.96870, -1.40658)
H (-3.35058, 3.43104, -3.39979)
H (-4.55439, 2.80769, -3.94809)
H (-1.75008, 2.01412, -4.20764)
H (-3.01722, 1.22848, -5.05829)
H (-1.80318, 0.32578, -4.08443)
H (-3.23384, 3.29406, -0.39262)
H (-4.64386, 3.37658, 0.15851)
C (3.07327, -0.27056, -4.04942)
C (4.45727, -0.85233, -3.77471)
C (4.69127, -1.25405, -2.25925)
O (3.62177, -2.00724, -1.71695)
C (3.80320, -2.42653, -0.37633)
N (4.60679, -1.90892, -4.71211)
H (2.96816, 0.48083, -3.26681)
H (2.25935, -0.99553, -4.04229)
H (2.85010, 0.25482, -4.97801)
H (5.05238, 0.00665, -4.08472)
H (4.79952, -0.31115, -1.72323)
H (5.49948, -1.96861, -2.10338)
H (3.88766, -1.55739, 0.27601)
H (4.63796, -3.07638, -0.11371)
H (2.97004, -3.08702, -0.13613)
H (3.68816, -2.20881, -5.00585)
H (4.94733, -2.71638, -4.20998)
C (0.26854, 1.23091, -1.17377)
C (-0.77516, 0.45808, -0.48337)
C (-0.60441, 0.42137, 1.06936)
O (0.76307, -0.20193, 1.49584)
C (0.86057, -1.63769, 1.22332)
N (-2.01141, 1.13083, -0.69214)
H (1.19073, 0.65070, -1.14200)
H (0.51885, 2.21260, -0.77159)
H (0.03296, 1.27494, -2.23709)
H (-0.74942, -0.55085, -0.89507)
H (-1.45933, -0.03433, 1.56891)
H (-0.68026, 1.46660, 1.36909)
H (1.90250, -1.88818, 1.42265)
H (0.56493, -1.71382, 0.17695)
H (0.20385, -2.32057, 1.76230)
H (-2.67997, 0.57674, -0.17629)
H (-2.34830, 0.99740, -1.63490)
C (-0.55807, 4.23941, -3.87431)
C (0.63732, 4.13423, -4.81107)
C (1.96888, 4.11493, -4.03913)
O (3.14551, 4.31042, -4.84947)
C (3.21280, 5.66574, -5.39931)
N (0.38112, 2.87969, -5.55590)
H (-0.48659, 5.19679, -3.35815)
H (-0.44909, 3.42122, -3.16243)
H (-1.45066, 4.23293, -4.49988)
H (0.51885, 4.93628, -5.53962)
H (1.95033, 3.22994, -3.40309)
H (1.90387, 4.80535, -3.19818)
H (2.75011, 6.43838, -4.78526)
H (2.69064, 5.74119, -6.35312)
H (4.23427, 6.02838, -5.51411)
H (1.21098, 2.46487, -5.95512)
H (-0.39566, 2.98476, -6.19282)
C (-0.67895, -3.97987, 6.65366)
C (-1.36924, -3.12661, 5.56443)
C (-1.95345, -3.81092, 4.24681)
O (-2.57271, -2.87108, 3.45963)
C (-2.60127, -3.12193, 2.05874)
N (-2.36728, -2.31675, 6.25357)
H (-1.30542, -4.28075, 7.49336)
H (-0.06587, -3.24587, 7.17661)
H (-0.28768, -4.92009, 6.26508)
H (-0.62382, -2.43576, 5.17051)
H (-2.66155, -4.56927, 4.58087)
H (-1.23383, -4.46282, 3.75155)
H (-3.25639, -2.48165, 1.46801)
H (-2.69309, -4.18470, 1.83472)
H (-1.63805, -2.75879, 1.70035)
H (-2.94500, -2.04966, 5.46936)
H (-3.04771, -2.86200, 6.76330)
C (0.30081, -6.89542, -5.82520)
C (0.84836, -7.21850, -4.39225)
C (1.63648, -6.13143, -3.60334)
O (2.35513, -6.73156, -2.52947)
C (2.79214, -5.76360, -1.62456)
N (-0.28087, -7.67499, -3.54678)
H (-0.26511, -7.62990, -6.39823)
H (1.12672, -6.63471, -6.48701)
H (-0.44691, -6.10381, -5.77644)
H (1.45414, -8.12462, -4.38302)
H (0.92791, -5.31661, -3.45471)
H (2.40347, -5.74608, -4.27515)
H (3.33492, -6.27784, -0.83143)
H (2.10733, -5.08993, -1.10949)
H (3.51054, -5.11645, -2.12775)
H (-0.02260, -7.89328, -2.59508)
H (-0.73486, -6.77600, -3.47049)
C (5.38876, 6.19450, -2.55061)
C (6.03773, 5.85569, -1.22980)
C (5.79365, 4.42014, -0.67677)
O (4.40436, 4.01400, -0.79839)
C (4.10624, 2.69932, -0.68735)
N (7.48310, 6.18670, -1.42130)
H (5.81326, 5.57031, -3.33692)
H (5.50214, 7.25436, -2.77851)
H (4.36451, 5.82736, -2.61550)
H (5.61938, 6.65369, -0.61637)
H (6.12745, 4.39385, 0.36053)
H (6.29285, 3.73915, -1.36608)
H (4.72580, 2.24137, 0.08371)
H (4.16679, 2.11439, -1.60511)
H (3.04192, 2.62503, -0.46417)
H (7.72254, 5.52515, -2.14595)
H (7.68740, 7.08566, -1.83389)
C (4.69128, -2.45537, 3.06159)
C (4.93098, -0.90271, 2.86470)
C (3.79512, 0.06051, 3.19546)
O (3.19259, -0.29680, 4.40915)
C (2.01944, 0.53067, 4.65319)
N (6.11689, -0.60336, 3.74236)
H (4.52778, -2.72707, 4.10445)
H (5.47158, -3.12979, 2.70891)
H (3.77287, -2.79298, 2.58134)
H (5.22340, -0.69776, 1.83485)
H (3.06362, 0.01808, 2.38849)
H (4.05983, 1.08844, 3.44323)
H (1.54133, 0.10015, 5.53305)
H (1.28078, 0.48588, 3.85289)
H (2.25670, 1.59101, 4.73972)
H (5.70700, -0.37755, 4.63740)
H (6.40802, 0.26496, 3.31649)
C (0.02895, -2.92719, -5.28269)
C (-1.15247, -3.30617, -6.22881)
C (-2.05276, -2.11723, -6.69786)
O (-1.29312, -1.50873, -7.70913)
C (-1.63826, -0.19837, -7.95964)
N (-0.47686, -3.83595, -7.43042)
H (-0.17488, -2.32837, -4.39501)
H (0.77744, -2.39002, -5.86520)
H (0.55364, -3.82495, -4.95585)
H (-1.77299, -4.08361, -5.78310)
H (-2.59885, -1.59661, -5.91120)
H (-2.91839, -2.38519, -7.30365)
H (-2.64193, 0.05023, -8.30452)
H (-0.96944, 0.15085, -8.74629)
H (-1.36440, 0.40365, -7.09323)
H (0.31998, -3.24098, -7.60693)
H (-1.07445, -3.82702, -8.24461)
C (1.23681, 3.80806, 2.47903)
C (0.78995, 5.13483, 1.94113)
C (1.32384, 5.59555, 0.54069)
O (0.86199, 6.88222, 0.45090)
C (1.14944, 7.54499, -0.70809)
N (-0.71206, 5.14508, 1.97338)
H (2.31098, 3.74393, 2.30537)
H (0.73151, 2.98716, 1.97021)
H (0.99034, 3.79084, 3.54066)
H (1.07982, 5.90263, 2.65845)
H (0.92315, 4.95492, -0.24489)
H (2.40781, 5.48646, 0.50577)
H (0.97242, 8.62003, -0.67552)
H (0.44434, 7.11684, -1.42056)
H (2.16013, 7.39300, -1.08690)
H (-0.89096, 4.46138, 1.25182)
H (-0.91607, 6.01368, 1.50007)
C (-4.25752, -2.35746, -3.51505)
C (-4.78183, -3.28826, -2.44120)
C (-4.08385, -3.11318, -1.05473)
O (-2.69912, -3.26058, -1.10645)
C (-2.11410, -4.46383, -1.62971)
N (-6.16827, -2.97032, -2.26609)
H (-4.78501, -2.36565, -4.46888)
H (-3.22398, -2.58370, -3.77715)
H (-4.20850, -1.33214, -3.14841)
H (-4.63534, -4.31889, -2.76437)
H (-4.45879, -3.75407, -0.25674)
H (-4.31279, -2.10461, -0.71052)
H (-2.39758, -4.60890, -2.67216)
H (-2.30513, -5.34747, -1.02078)
H (-1.02807, -4.37082, -1.62816)
H (-6.68447, -3.38281, -3.02996)
H (-6.36750, -3.45996, -1.40547)
C (-4.13200, 6.19978, 1.96911)
C (-4.18037, 5.61946, 3.38590)
C (-4.94769, 4.35292, 3.63955)
O (-6.25044, 4.40923, 3.06243)
C (-6.84471, 3.15040, 2.98433)
N (-2.89116, 5.70750, 4.05723)
H (-3.83352, 5.53333, 1.15988)
H (-3.51570, 7.08961, 1.84073)
H (-5.10026, 6.58336, 1.64749)
H (-4.77665, 6.36916, 3.90601)
H (-5.02208, 4.26931, 4.72379)
H (-4.39636, 3.48799, 3.27073)
H (-7.15027, 2.97974, 4.01661)
H (-6.07453, 2.39478, 2.82952)
H (-7.66816, 3.33778, 2.29518)
H (-2.55360, 6.65503, 3.96586)
H (-2.13879, 5.20795, 3.60502)
C (-1.47061, 2.27248, 4.85565)
C (-1.29343, 2.93092, 6.21962)
C (-0.07145, 3.95135, 6.34340)
O (1.26791, 3.47231, 6.15470)
C (1.77467, 2.76538, 7.26474)
N (-2.52637, 3.68805, 6.29074)
H (-1.54831, 3.11082, 4.16336)
H (-2.42686, 1.75825, 4.95185)
H (-0.67024, 1.61126, 4.52355)
H (-1.18285, 2.26982, 7.07917)
H (0.02250, 4.41434, 7.32570)
H (-0.23177, 4.80763, 5.68829)
H (1.04051, 1.98117, 7.44951)
H (1.72310, 3.49916, 8.06911)
H (2.79006, 2.38294, 7.16078)
H (-2.78364, 4.21310, 5.46719)
H (-2.34359, 4.39207, 6.99149)
C (1.64264, -10.39727, 4.51090)
C (2.59678, -9.14001, 4.75903)
C (1.93375, -7.86706, 4.27331)
O (2.77508, -6.71292, 4.44301)
C (2.26016, -5.44358, 3.99882)
N (2.91059, -9.12572, 6.17138)
H (2.04688, -11.38437, 4.73521)
H (1.34802, -10.38843, 3.46151)
H (0.65316, -10.24889, 4.94336)
H (3.53728, -9.28314, 4.22698)
H (0.97978, -7.77896, 4.79318)
H (1.68707, -7.89635, 3.21199)
H (1.17813, -5.33027, 3.93192)
H (2.23841, -5.18088, 2.94117)
H (2.81069, -4.55731, 4.31433)
H (3.79577, -8.67147, 6.34524)
H (2.85429, -10.04458, 6.58685)
C (-4.61417, 0.26579, 1.83593)
O (-3.70292, 1.04303, 2.08610)
N (-5.30290, 0.23395, 0.75525)
N (-5.01911, -0.63488, 2.61057)
H (-5.04792, 0.97580, 0.11906)
H (-5.77285, -0.60226, 0.43904)
H (-4.51830, -0.92684, 3.43764)
H (-6.02187, -0.72958, 2.53559)

* gap between HOMO and LUMO: 0.306 hartree
* total energy: -116209.610 eV
* total charge: 0
* LUMO energy: 0.240 eV

***

Q: Which formula does entry 4 have?
A: C57H158N16O15

***

Q: Which of these has the lowest total energy?
A: C10H19Br2NO4

***

Repeat the first record exactly.
Entry from OMol25: a cluster of 2 separate species, C10H19Br2NO4 in total in a non-equilibrium geometry (wB97M-V/def2-TZVPD).

CARTESIAN COORDINATES (ANGSTROEM)
N (0.25757, -4.05760, 1.27814)
C (1.55092, -3.32185, 0.87611)
C (1.51589, -1.71243, 1.32759)
C (0.77793, -0.77157, 0.20616)
O (1.62649, 0.08867, -0.68299)
C (0.57109, 0.63361, -1.60066)
O (0.52258, 0.58894, -2.94298)
O (-0.40553, 1.16491, -0.61537)
C (-0.28010, 0.39382, 0.66618)
C (-1.84577, -0.02413, 0.97440)
C (-2.17171, -1.55983, 0.49954)
C (-3.82152, -1.78503, 0.47112)
O (-4.17539, -2.24450, -0.88611)
H (-0.11396, -3.58729, 2.13408)
H (-0.39208, -3.84123, 0.46546)
H (1.60183, -3.43777, -0.31073)
H (2.52105, -3.87693, 1.28762)
H (1.04229, -1.59679, 2.41557)
H (2.64482, -1.33822, 1.38807)
H (0.42551, -1.58992, -0.58845)
H (0.14959, 1.20767, 1.40941)
H (-2.00951, 0.14701, 2.14076)
H (-2.57180, 0.76271, 0.45008)
H (-1.73718, -2.32205, 1.29760)
H (-1.74633, -1.77664, -0.56974)
H (-4.11832, -2.63853, 1.23034)
H (-4.40947, -0.77897, 0.71899)
H (-3.73310, -1.58360, -1.49774)
Br (2.39459, 6.95962, -2.20609)
C (2.93613, 5.14055, -1.75756)
C (1.75901, 4.32081, -1.28279)
Br (1.27831, 4.77252, 0.55280)
H (3.73694, 5.21918, -1.01710)
H (3.34390, 4.72862, -2.68490)
H (2.01464, 3.25776, -1.25593)
H (0.86070, 4.45849, -1.89088)

* gap between HOMO and LUMO: 0.383 hartree
* total energy: -160437.487 eV
* total charge: 0
* SMILES: NCC[C@@H]1OC(=O)O[C@H]1CCCO.BrCCBr
* LUMO energy: 0.412 eV

***

Q: total energy of number 1 (C10H19Br2NO4)?
A: -160437.487 eV